1.
Here is a molecular structure, C22H31Cl4N7O4SSiW from the Open Molecules 2025 dataset. Energies are from the ωB97M-V functional and the def2-TZVPD basis.

Its largest force on an atom is 0.73 eV/A. As for the relative energy (zero: lowest compared OMol25 entry of this formula, charge and spin): 26.9 kcal/mol. As for the electronic energy: -112556.6935 eV. The HOMO energy (spin up / spin down) is -13.23 / -13.23 eV. Its net charge is +2. The LUMO energy (spin up / spin down) is -7.37 / -7.37 eV.

Geometry as XYZ:
```
71
Properties=species:S:1:pos:R:3:forces:R:3
W -0.0206 0.1041 -0.5912 -0.43 -0.56 0.20
C 3.5583 -0.9368 1.9006 -0.01 -0.03 -0.01
C 2.2971 -0.3513 1.3744 0.00 -0.04 0.00
N 1.7866 -0.7570 0.2582 0.00 -0.18 0.25
N 2.4369 -1.8051 -0.3443 -0.03 0.05 -0.10
C 2.3436 -1.7128 -1.6469 -0.01 -0.12 0.12
N 2.9054 -2.6397 -2.4185 0.04 -0.01 0.02
S 1.6066 -0.3240 -2.3932 0.30 0.18 -0.07
C 1.5634 0.7244 2.0470 -0.02 -0.01 -0.01
C 1.9192 1.2038 3.2950 -0.03 0.04 0.02
C 1.1826 2.2324 3.8667 0.01 -0.01 -0.01
C 0.1106 2.7420 3.1628 -0.01 0.01 0.01
C -0.1921 2.2102 1.9198 -0.01 0.03 -0.05
N 0.5051 1.2176 1.3624 0.27 0.11 -0.14
H 4.2861 -0.9984 1.0923 0.00 0.01 0.00
H 3.3876 -1.9660 2.2245 0.00 0.00 0.01
H 3.9764 -0.3637 2.7205 -0.01 0.00 0.01
H 3.4440 -3.3772 -1.9923 0.00 -0.01 -0.01
H 2.8507 -2.5919 -3.4206 -0.01 0.02 0.00
H 2.7644 0.7888 3.8210 0.00 -0.02 -0.02
H 1.4549 2.6262 4.8365 -0.01 0.00 0.00
H -0.4901 3.5539 3.5476 0.01 0.00 0.01
H -1.0097 2.6048 1.3400 0.00 -0.01 0.00
Cl -2.8965 -2.5309 -6.1732 0.01 0.00 0.01
C -2.1048 -2.3572 -4.6687 0.00 -0.02 -0.02
C -1.5934 -3.5011 -4.0037 -0.02 -0.04 -0.04
Cl -1.7720 -5.0413 -4.7214 0.00 0.01 0.01
C -0.9544 -3.3923 -2.7780 0.03 0.09 0.02
Cl -0.3264 -4.7376 -1.9247 0.00 -0.03 0.01
C -0.8145 -2.1196 -2.2240 0.14 -0.01 -0.13
O -0.3310 -1.8283 -1.0282 -0.01 0.02 0.00
C -1.3079 -1.0041 -2.8853 0.12 0.19 -0.05
O -1.1513 0.1143 -2.1747 -0.25 0.12 -0.16
C -1.9705 -1.0988 -4.1067 0.03 -0.03 0.04
Cl -2.5744 0.3266 -4.8398 0.00 0.00 0.00
C 0.0485 -3.1000 2.1139 0.00 -0.02 0.00
N -0.7111 -2.1028 2.8757 -0.04 -0.01 -0.03
C -0.9607 -2.4233 4.2838 0.01 0.01 -0.01
C -1.2693 -1.0647 2.2881 0.12 -0.08 0.01
C -2.1877 -0.1765 3.0729 0.01 0.01 0.01
O -1.0769 -0.8526 1.0516 -0.08 0.19 0.12
H -0.3993 -4.0786 2.2848 0.00 0.00 0.02
H 1.0790 -3.1255 2.4681 0.01 0.01 -0.02
H 0.0183 -2.8739 1.0535 0.02 0.02 0.01
H -0.1963 -3.1216 4.6123 0.00 0.00 0.00
H -1.9372 -2.8924 4.4080 0.00 0.00 0.00
H -0.9028 -1.5329 4.9043 -0.01 0.00 0.00
H -3.0150 -0.7516 3.4916 0.00 0.00 0.00
H -2.5796 0.5995 2.4225 -0.01 -0.01 -0.01
H -1.6627 0.2886 3.9083 0.01 0.01 0.00
C -0.4225 3.5093 -2.0970 0.05 0.04 0.07
Si 1.0496 2.4782 -1.5401 -0.08 0.12 -0.08
C 1.9291 3.3880 -0.1461 0.05 0.00 -0.10
C 2.2748 2.5187 -2.9530 -0.07 -0.02 -0.03
H -0.0383 4.3392 -2.6947 0.00 0.00 0.00
H -0.9463 3.9444 -1.2426 -0.02 -0.02 -0.02
H -1.1123 2.9438 -2.7261 0.05 -0.03 -0.01
H 2.3505 4.2783 -0.6230 0.02 -0.01 0.02
H 2.7707 2.8301 0.2700 -0.02 -0.03 0.01
H 1.2937 3.7353 0.6652 -0.01 0.00 -0.01
H 2.4839 3.5815 -3.1123 -0.01 0.00 -0.01
H 1.8878 2.1184 -3.8902 -0.01 -0.02 0.00
H 3.2158 2.0188 -2.7297 -0.01 0.02 0.02
N -3.3942 2.3952 -1.2693 -0.02 0.04 -0.01
C -2.8060 1.3561 -0.6958 -0.02 -0.15 0.10
N -3.4873 0.2241 -0.5019 0.01 0.04 -0.02
O -1.6057 1.4736 -0.2623 -0.03 0.15 -0.03
H -4.3481 2.3630 -1.5883 -0.01 0.00 0.01
H -2.8273 3.1905 -1.5176 -0.02 -0.01 0.02
H -4.3847 0.0643 -0.9292 0.01 0.00 0.00
H -3.0002 -0.5564 -0.0892 -0.01 0.00 0.02
```
Forces are in eV/Å.

=====

2.
Here is 6 unconnected molecules or ions with the total composition C28H68BBrN5O14P2 in a non-equilibrium geometry from the Open Molecules 2025 dataset. Energies are from the ωB97M-V functional and the def2-TZVPD basis.

Its largest force on an atom is 8.60 eV/A. As for the electronic energy: -155534.8092 eV. The HOMO energy is -11.40 eV. Its net charge is +1. The LUMO energy is -3.82 eV.

Geometry as XYZ:
```
119
Properties=species:S:1:pos:R:3:forces:R:3
C -3.2622 4.9739 -2.4646 0.22 -0.43 -1.05
C -2.5263 3.5202 -2.2885 -0.69 -0.31 -2.44
O -2.4801 3.0037 -0.9120 3.07 0.40 1.12
P -0.9472 3.2959 -0.1401 2.02 5.95 -0.62
O -0.2049 4.5727 -0.7880 -2.76 -5.18 1.98
C 0.2723 1.8164 -0.1864 1.10 -1.71 0.41
C -0.0323 0.7418 -1.4211 -1.71 1.30 0.21
N 1.1945 0.5517 -2.3426 0.49 -0.88 1.33
C 1.1264 1.3321 -3.6121 -2.09 1.30 -1.68
C 0.1019 0.5390 -4.6704 -0.79 0.32 0.75
C -0.1788 1.4339 -6.0310 1.37 -0.37 0.95
Br -2.1094 2.0893 -6.0748 1.55 -0.60 -0.05
C 2.1589 -0.2889 -1.8871 -0.79 -0.32 1.03
N 1.9752 -0.9080 -0.5197 5.55 -1.35 -3.02
C 3.2242 -1.7151 -0.3137 -2.79 3.97 -4.75
C 3.5883 -2.6145 1.0076 -0.70 -0.44 0.05
C 2.6327 -2.2786 2.3252 0.96 -0.22 0.91
C 2.1322 -3.7006 3.0339 -1.19 0.42 0.16
C 0.5134 -3.8739 2.7949 0.73 -0.16 1.27
O 0.2000 -4.1164 1.3774 0.70 -4.24 0.52
C 0.3257 -5.5613 1.0407 1.21 0.07 -6.51
O 0.5067 -5.9082 -0.2378 -1.26 2.40 8.16
N 4.0053 -1.5089 -1.6283 -0.18 -2.29 4.35
B 5.2984 -2.2686 -1.5605 4.27 -0.44 -0.61
O 6.5323 -1.5148 -1.1396 -2.99 -2.76 1.21
N 5.5019 -3.7358 -1.8899 -2.32 1.82 -0.91
C 4.2074 -4.5144 -1.9614 -0.47 -2.17 -0.24
C 6.1725 -3.9551 -3.2275 1.25 -0.89 -1.47
N 3.4248 -0.6780 -2.6150 -2.94 -0.88 2.97
P 4.1401 -0.2618 -4.1699 3.64 6.82 -3.45
O 4.6700 1.2576 -4.0341 -2.48 -5.99 -0.34
O 5.5236 -1.1671 -4.6999 -2.04 1.64 1.90
O 3.0259 -0.3687 -5.5517 2.73 0.12 2.56
O -1.1640 3.7186 1.5586 -1.65 -2.16 -3.63
C -2.4530 3.2317 2.0718 -1.41 -0.61 2.43
C -2.4756 1.5873 2.3566 0.04 -0.18 0.14
H -2.4372 5.7768 -2.6794 -1.78 -1.36 0.83
H -3.9325 4.8964 -3.4491 1.48 0.16 2.14
H -3.9904 5.2378 -1.5879 1.69 -0.52 -1.53
H -1.4508 3.4867 -2.8052 -2.31 0.43 1.31
H -3.1759 2.7355 -2.9109 1.37 1.49 1.65
H 1.3675 2.2636 -0.3398 -2.63 -0.60 0.25
H 0.3221 1.2370 0.8561 -0.33 1.35 -2.35
H -0.8970 1.2729 -2.0529 2.18 -1.41 0.99
H -0.5024 -0.2669 -1.0627 1.39 1.86 -0.61
H 0.5154 2.3291 -3.3548 1.60 -2.10 -0.32
H 2.1097 1.7042 -4.0917 -1.31 -1.14 1.17
H 0.4327 -0.5653 -4.8820 -0.54 2.29 0.22
H -0.9364 0.4819 -4.0912 2.23 -0.04 -1.24
H 0.0515 0.7708 -6.9679 -0.66 1.64 1.73
H 0.4702 2.4192 -5.9642 -1.38 -2.11 -0.50
H 4.6952 -2.5272 1.3817 -2.00 0.00 -1.30
H 3.3646 -3.7480 0.7403 0.58 2.50 0.16
H 3.3431 -1.7719 3.1333 -1.65 -0.87 -1.94
H 1.7510 -1.5502 2.0775 1.66 -1.61 0.38
H 2.2993 -3.7013 4.2114 -0.27 0.26 -2.68
H 2.7141 -4.6381 2.6268 -1.12 1.86 0.64
H -0.0617 -2.9073 3.1489 1.15 -2.02 -0.81
H 0.1672 -4.7960 3.4271 0.44 1.75 -1.06
H 0.3307 -6.4199 1.8518 -0.20 2.22 -1.13
H 6.8364 -2.0506 -0.3244 -0.09 1.12 -2.13
H 4.3982 -5.4216 -2.7123 -0.56 1.93 1.74
H 3.2949 -3.9279 -2.4007 1.60 -0.95 0.98
H 3.9453 -5.0368 -0.9213 0.44 1.40 -2.27
H 7.1342 -3.3055 -3.3762 -1.98 -1.07 0.43
H 6.5218 -5.0911 -3.3221 -0.77 2.45 0.42
H 5.4202 -3.7836 -4.1392 1.62 -0.17 1.99
H 6.3381 -0.5666 -4.5596 -1.88 -0.89 0.01
H 3.4638 0.2015 -6.2737 -0.57 -1.01 1.61
H -2.5811 3.7195 3.1539 0.48 -0.86 -2.54
H -3.3944 3.5860 1.4603 2.16 -0.81 0.96
H -2.7062 1.3979 3.5121 0.33 0.36 -2.72
H -1.4291 1.0775 2.1618 -2.01 1.24 0.36
H -3.2607 1.0238 1.6722 1.54 1.27 1.54
C -7.4715 4.9563 1.0809 -0.09 0.22 -0.03
C -6.0327 4.6431 1.4352 -0.41 -0.11 -0.16
O -5.9617 3.4042 2.1254 0.20 -0.51 0.03
H -8.0885 5.0045 1.9841 0.15 0.08 -0.11
H -7.5441 5.9108 0.5521 -0.14 -0.13 0.02
H -7.8947 4.1695 0.4479 0.08 0.10 -0.06
H -5.6206 5.4203 2.0856 0.03 -0.24 0.03
H -5.4118 4.5804 0.5363 0.05 0.21 -0.10
H -6.3221 2.7193 1.5362 0.15 0.38 0.35
C -0.1926 -2.7247 6.9125 0.14 -0.10 0.14
C -0.5685 -1.3704 6.3481 -0.13 -0.27 0.20
O -1.1384 -1.5244 5.0567 -0.30 -0.12 -0.45
H 0.5218 -3.2309 6.2550 0.00 0.12 0.09
H 0.2525 -2.6232 7.9063 -0.06 -0.09 -0.08
H -1.0727 -3.3721 6.9848 0.04 0.09 0.11
H 0.3170 -0.7345 6.2569 -0.20 -0.03 -0.16
H -1.2925 -0.8635 6.9934 0.16 0.04 0.13
H -1.9288 -2.0836 5.1498 0.38 0.34 -0.05
C -1.5204 -3.9846 -3.7564 -0.11 -0.03 0.16
C -1.5584 -3.2186 -5.0625 -0.05 -0.36 0.18
O -0.2741 -2.6850 -5.3493 0.63 0.04 -0.16
H -1.2037 -3.3317 -2.9364 -0.11 -0.03 -0.09
H -2.5042 -4.3987 -3.5184 0.13 -0.02 0.03
H -0.7961 -4.8040 -3.8087 -0.14 -0.02 -0.02
H -2.2669 -2.3876 -4.9985 0.23 0.01 -0.12
H -1.8617 -3.8678 -5.8895 -0.18 0.03 0.06
H 0.3461 -3.4316 -5.4125 -0.35 0.39 -0.01
C -7.7304 9.0153 2.7268 0.15 -0.04 0.21
C -7.6736 8.7956 1.2293 -0.28 0.24 0.23
O -8.9053 8.2580 0.7709 -0.34 0.02 -0.15
H -7.9347 8.0734 3.2464 0.09 0.08 -0.11
H -6.7865 9.4254 3.0969 -0.11 0.01 0.04
H -8.5403 9.7046 2.9869 0.14 0.04 -0.04
H -6.8775 8.0895 0.9758 -0.21 0.02 -0.08
H -7.4825 9.7352 0.7018 0.23 0.00 0.05
H -9.6047 8.8964 0.9932 0.36 -0.38 -0.14
C 6.5762 -4.8304 5.2160 0.12 -0.18 0.12
C 5.5328 -4.6547 4.1324 0.36 0.07 0.24
O 4.6859 -3.5593 4.4475 -0.03 0.59 -0.11
H 6.0984 -5.0043 6.1857 0.02 -0.05 -0.19
H 7.2347 -5.6740 4.9903 -0.01 0.11 0.07
H 7.1846 -3.9259 5.3184 0.03 -0.11 -0.10
H 4.9131 -5.5523 4.0483 -0.07 0.23 0.01
H 6.0025 -4.4676 3.1618 0.10 -0.20 -0.08
H 5.2446 -2.7658 4.5115 -0.24 -0.44 0.12
```
Forces are in eV/Å.